Entry 1:
{"formula": "C16H30N2OP2ReSe", "method": "ωB97M-V/def2-TZVPD", "max_force_ev_per_a": 14.31, "gap_ev": [5.2, 6.3], "multiplicity": 4, "homo_ev": [-4.86, -6.80], "de_lowest_kcal_mol": 105.7, "molar_mass_g_mol": 593.54, "e_lumo_ev": [0.3, -0.5], "total_energy_ev": -108152.2210, "species": ["Re", "P", "P", "N", "H", "C", "H", "H", "H", "C", "H", "H", "H", "C", "H", "H", "H", "C", "H", "H", "H", "C", "H", "H", "H", "C", "H", "H", "H", "C", "C", "C", "C", "C", "C", "H", "H", "H", "H", "H", "C", "O", "C", "H", "H", "H", "C", "H", "H", "H", "Se", "C", "N"], "xyz": [[0.09926, -0.44546, -0.20713], [0.06218, -2.08149, -1.57617], [-0.33348, 2.08999, 2.23568], [0.91640, 0.72192, -0.91245], [-2.22032, -1.14530, 0.72113], [-1.42117, -2.60757, -2.54926], [-1.22004, -3.53218, -3.11282], [-1.68596, -1.79610, -3.24314], [-2.25733, -2.77119, -1.85213], [0.56913, -3.73507, -0.90252], [0.56310, -4.50164, -1.69032], [-0.11870, -4.01851, -0.09229], [1.58121, -3.63910, -0.48641], [1.30474, -1.92300, -2.92996], [1.31380, -2.82111, -3.56471], [2.30070, -1.78422, -2.48480], [1.06211, -1.04211, -3.54043], [-1.71011, 3.23391, 2.26536], [-1.36534, 4.17141, 2.72983], [-2.55833, 2.83843, 2.84923], [-2.03675, 3.43805, 1.23615], [0.40534, 1.85171, 3.84860], [0.73497, 2.83347, 4.22064], [1.27789, 1.19069, 3.74838], [-0.31623, 1.41583, 4.55683], [0.91386, 2.83573, 1.19400], [1.23562, 3.78422, 1.65771], [0.51194, 3.04985, 0.19406], [1.78505, 2.17377, 1.09579], [1.55258, 1.50157, -1.91242], [1.39978, 2.80020, -3.92930], [0.76544, 2.08389, -2.91474], [2.97286, 1.59825, -1.87164], [3.58929, 2.33628, -2.90449], [2.79609, 2.90451, -3.88950], [0.82283, 3.23546, -4.68271], [-0.31975, 1.95125, -2.87361], [3.50656, 1.11884, -1.08249], [4.62747, 2.42532, -2.88638], [3.30394, 3.48967, -4.71275], [-1.62729, -1.63440, 1.85958], [-0.32939, -1.91012, 1.29132], [-2.86473, -2.36797, 1.40196], [-3.60882, -2.38129, 2.19909], [-2.62003, -3.39455, 1.10531], [-3.30849, -1.82520, 0.53147], [-1.31660, -2.47303, 3.28185], [-2.12620, -2.38370, 4.00964], [-0.40087, -2.15484, 3.78235], [-1.18201, -3.54440, 3.06539], [-2.65871, 0.44993, 3.73973], [-1.62711, -0.17265, 2.34985], [-0.74037, 0.56204, 1.63365]], "atomic_forces_ev_per_a": [[-8.03, -7.72, 8.77], [0.91, -3.19, -2.86], [-0.65, -1.64, -0.21], [7.29, 10.18, -6.92], [0.92, 2.36, -2.13], [-0.04, 0.23, 0.11], [-0.07, 0.32, 0.17], [-0.03, -0.26, 0.18], [0.20, 0.02, -0.28], [-0.16, 0.11, 0.07], [0.03, 0.21, 0.16], [0.31, 0.10, -0.25], [-0.28, -0.07, -0.04], [-0.06, -0.16, -0.27], [0.02, 0.24, 0.07], [-0.31, 0.00, -0.12], [0.14, -0.20, 0.13], [-0.38, 0.64, 0.19], [-0.08, -0.17, -0.21], [0.60, 0.14, -0.37], [0.19, -0.06, 0.21], [0.25, 0.44, 0.57], [0.00, -0.27, 0.00], [-0.25, 0.19, -0.08], [0.33, 0.20, -0.43], [0.31, 0.28, -0.11], [-0.20, -0.32, -0.07], [0.14, -0.14, 0.31], [-0.33, 0.17, -0.01], [0.45, -1.26, 1.17], [1.08, -1.07, 1.98], [0.34, 0.22, -0.04], [-1.42, 1.15, -1.69], [-2.26, -0.99, 1.18], [0.59, 1.24, -1.79], [-0.61, 0.68, -1.17], [0.39, 0.02, -0.06], [0.33, -0.24, 0.36], [1.55, 0.28, -0.25], [-0.61, -0.73, 1.02], [4.62, -1.63, 4.39], [-1.56, 0.20, -1.14], [-1.76, -0.95, -0.64], [-0.01, 0.10, 0.07], [0.15, 0.31, 0.02], [-0.68, -1.02, 0.22], [-0.65, -0.33, 0.48], [-0.10, 0.09, -0.12], [-0.01, 0.39, -0.43], [-0.09, 0.41, -0.37], [-0.23, -0.76, -0.22], [0.04, 0.66, -0.80], [-0.31, 1.61, 1.26]], "mulliken_spin": [2.0052, -0.0086, 0.0499, -0.1248, 0.7476, 0.0055, 0.0001, -0.0014, -0.0088, 0.0106, 0.0004, -0.0046, 0.0003, 0.0469, 0.0019, -0.0003, -0.0059, -0.0027, 0.0005, -0.0002, 0.0002, 0.0082, -0.0011, 0.0006, -0.0025, 0.0131, 0.0000, 0.0009, 0.0064, -0.0093, -0.0197, 0.0677, 0.0772, -0.0187, 0.0473, -0.0010, 0.0047, 0.0136, -0.0016, 0.0044, 0.0479, 0.0829, 0.0602, -0.0426, -0.0054, 0.0256, 0.1134, -0.0039, -0.0030, 0.0069, -0.0003, -0.1422, -0.0415]}

Entry 2:
{"formula": "C16H30NOPSr", "method": "ωB97M-V/def2-TZVPD", "max_force_ev_per_a": 2.04, "gap_ev": [5.6, 4.3], "multiplicity": 1, "homo_ev": [-7.71, -6.55], "de_lowest_kcal_mol": 121.1, "molar_mass_g_mol": 371.02, "e_lumo_ev": [-2.1, -2.2], "total_energy_ev": -30732.9678, "species": ["C", "C", "C", "C", "C", "C", "C", "C", "N", "Sr", "C", "P", "H", "H", "H", "H", "H", "H", "H", "H", "C", "C", "H", "C", "C", "H", "H", "H", "H", "H", "H", "H", "H", "H", "H", "H", "H", "H", "H", "C", "C", "C", "O", "H", "H", "H", "H", "H", "H", "H"], "xyz": [[-2.51672, 0.46804, -3.41813], [-2.34238, -0.77635, -2.80964], [-1.62578, -0.82376, -1.58050], [-1.18587, 0.38070, -1.03532], [-1.28471, 1.60580, -1.66931], [-2.00132, 1.66627, -2.88443], [-1.39426, -2.16334, -0.85651], [0.06699, -2.71776, -0.70883], [1.18365, -1.78198, -0.55977], [0.05562, -0.19446, 0.83039], [-0.56059, 2.83097, -1.06751], [1.09305, 2.23767, -0.49856], [-2.73560, -1.71698, -3.22260], [-2.11129, 2.63682, -3.37090], [-3.06874, 0.51438, -4.35161], [-1.07358, 3.17828, -0.15415], [-0.44999, 3.63685, -1.79743], [-1.84542, -2.13244, 0.16539], [-1.91676, -2.95084, -1.40837], [0.08059, -3.35488, 0.19344], [1.82292, 3.58660, 0.55110], [2.10204, 2.30753, -2.10105], [0.33500, -3.26810, -1.62335], [1.68603, -1.15712, -1.77232], [2.22219, -2.21500, 0.37346], [-0.53735, 1.80632, 1.84459], [2.18706, -1.97756, -2.30373], [0.85772, -0.74580, -2.36929], [2.41203, -0.35557, -1.54393], [2.82035, -2.95500, -0.18096], [2.88412, -1.39097, 0.69518], [1.76756, -2.66413, 1.27704], [2.10840, 3.36201, -2.46232], [3.12880, 1.93149, -1.85832], [1.62723, 1.60859, -2.83359], [1.96977, 4.49376, -0.06162], [1.11879, 3.73282, 1.39224], [2.78009, 3.18360, 0.94347], [1.85828, 0.36750, 2.23305], [0.11905, -0.89848, 4.19092], [-1.02551, -1.44275, 3.35792], [-2.25119, -0.54797, 3.34149], [-0.59225, -1.74997, 2.09100], [0.44169, 0.08916, 3.81628], [0.99446, -1.56015, 4.14300], [-0.18801, -0.76467, 5.23147], [-1.32983, -2.39030, 3.82258], [-2.02920, 0.43215, 2.88210], [-3.06492, -1.00167, 2.76359], [-2.59222, -0.35935, 4.36439]], "atomic_forces_ev_per_a": [[-0.13, 0.34, -0.20], [0.64, 0.11, 1.01], [-0.59, 0.02, -0.70], [-0.32, -0.04, -1.33], [-0.44, 0.41, -0.82], [0.42, -0.52, 0.66], [-0.07, 0.14, 0.27], [0.45, -0.18, -0.57], [-0.35, 1.14, 0.99], [0.66, 1.36, 1.38], [-0.23, -0.55, 0.07], [0.58, 0.37, -0.48], [0.11, 0.60, -0.06], [-0.14, -0.36, -0.17], [0.03, 0.02, 0.03], [0.08, 0.07, -0.44], [-0.20, 0.08, 0.11], [0.34, 0.05, -0.71], [-0.07, 0.13, 0.10], [-0.10, 0.08, -0.65], [-0.18, -0.34, -0.58], [-0.26, -0.13, 0.71], [-0.44, -0.53, 0.17], [0.12, -0.81, 0.01], [-0.06, -0.58, -0.56], [0.25, 0.41, 0.13], [0.26, 0.35, -0.66], [0.38, -0.21, 0.20], [-0.35, -0.43, -0.04], [0.38, -0.10, 0.56], [-0.25, -0.13, -0.30], [0.17, 0.20, -0.52], [0.18, -0.84, 0.02], [-0.77, 0.50, -0.38], [0.38, 0.73, 0.50], [0.07, -0.19, 0.58], [0.44, 0.11, -0.43], [-0.49, 0.48, -0.21], [0.40, 0.21, 0.31], [0.17, 0.47, 0.30], [-0.05, -1.25, 0.05], [-0.13, 0.48, 0.11], [-0.50, -1.47, 0.68], [-0.13, -0.07, 0.10], [-0.31, 0.02, 0.05], [0.17, 0.03, 0.06], [-0.19, -0.06, 0.47], [0.00, -0.15, 0.13], [0.19, -0.03, 0.15], [-0.13, 0.06, -0.10]], "lowdin_charge": [-0.0894, -0.0434, -0.2700, -0.2426, -0.3296, -0.0446, -0.1385, -0.1878, -0.4603, 1.1227, -0.3206, 0.7867, 0.1096, 0.1042, 0.0946, 0.0718, 0.0819, 0.1017, 0.1093, 0.1196, -0.2973, -0.2676, 0.1225, -0.0862, -0.1052, 0.0290, 0.0937, 0.0906, 0.0713, 0.0951, 0.0768, 0.0898, 0.0440, 0.0403, 0.0401, 0.0382, 0.0225, 0.0367, 0.1485, -0.0897, -0.6511, -0.0740, -0.5376, 0.0254, 0.0785, 0.0774, 0.1226, 0.0308, 0.0813, 0.0781]}